Record 1
DFT (ωB97M-V/def2-TZVPD) results for a 3-piece molecular cluster, C10H23Cl4O3P overall at a distorted geometry.

Summary:
multiplicity: 1
highest occupied orbital energy: -9.9 eV
LUMO: 0.5 eV
calculated total energy: -76262.5556 eV

The geometry in XYZ format:
```
41
C10H23Cl4O3P ωB97M-V/def2-TZVPD
C -3.37601 3.98600 -0.02118
C -4.04432 2.81957 0.74994
C -3.60337 2.73358 2.23522
C -3.18956 1.28911 2.51652
O -2.58867 1.15772 3.80405
P -1.47229 -0.17291 3.76496
C -0.24308 -1.67928 3.58576
C 0.90832 -1.21250 2.74395
O 1.98492 -1.09829 3.12314
O 0.55860 -0.89389 1.44017
H -3.12914 4.78055 0.68277
H -2.46565 3.60738 -0.49067
H -4.01803 4.34755 -0.82491
H -3.71577 1.89365 0.26365
H -5.13327 2.82019 0.67641
H -2.81844 3.44814 2.48640
H -4.44368 2.93310 2.90751
H -4.04059 0.60869 2.39546
H -2.40614 1.03299 1.77577
H -0.54495 0.71290 3.15508
H -1.46091 -0.25098 5.16901
H -2.44355 -0.91579 3.04600
H 0.08954 -2.05688 4.55063
H -0.78925 -2.43703 3.02178
H 0.32931 0.04477 1.37365
Cl 0.39170 -0.98476 -4.00581
C 1.50135 -1.29441 -2.64387
C 1.30145 -0.31985 -1.51210
Cl 1.81340 1.33406 -1.94773
H 2.51644 -1.25989 -3.02448
H 1.29924 -2.30679 -2.29530
H 1.90289 -0.62108 -0.65737
H 0.26054 -0.27762 -1.19969
Cl 3.12648 -2.70527 -5.25444
C 4.90778 -2.66579 -5.33362
C 5.54857 -2.89763 -3.98770
Cl 5.27222 -1.54049 -2.86509
H 5.20283 -1.70791 -5.75611
H 5.21024 -3.45350 -6.02269
H 6.62718 -2.99304 -4.10684
H 5.17366 -3.80437 -3.51823
```

---

Record 2
DFT (ωB97M-V/def2-TZVPD) results for a 2-piece molecular cluster, C6H13N2O overall at a distorted geometry.

Summary:
relative energy (zero: lowest compared OMol25 entry of this formula, charge and spin): 87.94 kcal/mol
multiplicity: 1
highest occupied orbital energy: -12.6 eV
LUMO: -3.4 eV
net charge: +1
calculated total energy: -11450.9006 eV

The geometry in XYZ format:
```
22
C6H13N2O ωB97M-V/def2-TZVPD
C 0.92155 1.52935 -1.26405
C -1.17234 0.33693 -0.28614
C 1.81788 2.06390 -0.20201
C 2.35178 -2.48941 1.04216
C -3.57816 0.48064 0.02534
C 1.33157 -1.81671 0.55097
N -0.20378 0.86331 -0.64747
N -2.22510 0.01451 0.31951
O 0.00142 -2.14677 0.26025
H 1.40904 0.66705 -1.90739
H 2.13595 3.05189 -0.47267
H 2.69657 1.42716 -0.03611
H 1.25613 2.20269 0.68496
H 0.58959 2.41414 -1.85411
H 2.25688 -3.53284 1.21734
H 3.32792 -2.15119 1.12217
H -3.64525 1.25464 -0.85479
H -4.10385 1.11334 0.80806
H -4.12501 -0.47691 -0.21722
H 1.38031 -0.74166 0.55338
H -2.30757 -0.88968 0.86919
H -0.11552 -3.17438 0.28860
```

---

Record 3
DFT (ωB97M-V/def2-TZVPD) results for one molecule with the formula C11H20O5.

Summary:
relative energy (zero: lowest compared OMol25 entry of this formula, charge and spin): 0.00 kcal/mol
multiplicity: 1
highest occupied orbital energy: -9.8 eV
LUMO: 0.7 eV
calculated total energy: -21969.1330 eV

The geometry in XYZ format:
```
36
C11H20O5 ωB97M-V/def2-TZVPD
C 0.13126 -3.01514 1.56573
C 0.49580 -1.53172 1.55798
C 1.97720 -1.28981 1.24119
C 1.96200 -1.05695 -0.26573
C 0.61848 -0.34348 -0.46847
O 0.86215 1.03000 -0.31263
C -0.21762 1.93444 -0.53418
C -1.20701 1.97491 0.64056
C -0.50549 2.24458 1.97640
O 0.07785 3.52202 2.05877
C -0.91089 1.67064 -1.87384
C -1.28974 0.20088 -2.01389
O -1.85724 -0.01605 -3.28313
C -0.03266 -0.65992 -1.82925
O -0.34735 -2.02714 -1.91663
O -0.24285 -0.86167 0.53162
H 0.60973 -3.50732 2.40786
H -0.94581 -3.12997 1.66058
H 0.45666 -3.49314 0.64441
H 0.20248 -1.08358 2.51514
H 2.59607 -2.13459 1.53335
H 2.33193 -0.39277 1.74800
H 2.77885 -0.43100 -0.61231
H 1.95507 -1.99682 -0.81753
H 0.28873 2.90679 -0.59594
H -1.72923 1.02327 0.72027
H -1.93196 2.76713 0.44954
H -1.23868 2.20574 2.78555
H 0.24959 1.46732 2.14856
H 0.79932 3.56707 1.42220
H -1.80258 2.28918 -1.96548
H -0.23585 1.91970 -2.69498
H -2.01395 -0.08327 -1.23185
H -1.78138 -0.96006 -3.47527
H 0.67784 -0.44723 -2.63470
H -0.78072 -2.26202 -1.08187
```

---

Record 4
DFT (ωB97M-V/def2-TZVPD) results for C18H26MnN6O4Se3Te as an isolated structure.

Summary:
multiplicity: 2
highest occupied orbital energy (alpha / beta): -13.4 / -13.1 eV
⟨S²⟩: 0.861
LUMO (alpha / beta): -8.2 / -8.2 eV
net charge: +2
calculated total energy: -270859.9232 eV

The geometry in XYZ format:
```
59
C18H26MnN6O4Se3Te ωB97M-V/def2-TZVPD
Mn 0.88545 0.90971 -1.78375
Se 2.76886 2.26184 -2.47280
Se 4.26244 2.81336 -0.83601
Te 3.58370 5.03684 -0.11550
Se 1.56931 5.49262 -1.12380
N -0.48221 2.47584 -1.97948
C -1.83808 1.96627 -2.31361
C -2.93974 2.50918 -1.39709
C -2.72819 2.32825 0.11085
C -2.54248 0.91057 0.64980
N -3.70888 0.06697 0.39020
C -3.70305 -1.21661 0.04720
N -2.56140 -1.87390 -0.18615
N -4.86037 -1.88057 0.01159
C -1.85622 0.43594 -2.29433
O -2.88783 -0.14305 -2.55981
O -0.75170 -0.16020 -1.92069
H -0.50486 3.00678 -1.11538
H -0.15554 3.13628 -2.67900
H -2.07474 2.26147 -3.33599
H -3.86408 2.02358 -1.71108
H -3.06812 3.57662 -1.58962
H -3.57573 2.79085 0.62464
H -1.86134 2.90060 0.45973
H -2.37841 0.96483 1.72878
H -1.66218 0.44096 0.21940
H -4.61205 0.49695 0.51584
H -1.80317 -1.36714 -0.64480
H -2.65932 -2.81472 -0.53539
H -5.73244 -1.42376 0.21530
H -4.91165 -2.79439 -0.40429
O 1.20141 1.61233 5.08377
C 1.51824 0.39873 4.44544
C 1.41664 0.59492 2.95885
C 1.09379 1.83033 2.41011
C 1.00548 1.94213 1.03746
N 1.20297 0.91947 0.20245
C 1.56563 -0.26943 0.72371
C 1.66696 -0.46012 2.09156
C 1.92178 -1.29609 -0.28249
C 2.32517 -2.58110 0.03904
C 2.71826 -3.44212 -0.97567
C 3.17815 -4.83971 -0.67225
O 2.85798 -5.14203 0.66740
C 2.69266 -2.97174 -2.28372
C 2.26076 -1.68507 -2.52674
N 1.87681 -0.86078 -1.54992
H 1.38530 1.54089 6.02559
H 0.83012 -0.40274 4.73786
H 2.53340 0.06368 4.68513
H 0.92448 2.68422 3.04964
H 0.77949 2.89692 0.57565
H 1.95739 -1.42482 2.48609
H 2.34390 -2.93199 1.05941
H 4.25839 -4.89162 -0.84890
H 2.69553 -5.53024 -1.37125
H 3.23877 -5.99375 0.90277
H 2.99317 -3.60029 -3.11175
H 2.21138 -1.29197 -3.53400
```

---

Record 5
DFT (ωB97M-V/def2-TZVPD) results for C5H10O2 as an isolated structure.

Summary:
relative energy (zero: lowest compared OMol25 entry of this formula, charge and spin): 123.66 kcal/mol
multiplicity: 1
highest occupied orbital energy: -8.1 eV
LUMO: 0.9 eV
calculated total energy: -9437.6808 eV

The geometry in XYZ format:
```
17
C5H10O2 ωB97M-V/def2-TZVPD
C 2.07055 0.57743 -0.01364
O 0.68407 0.56824 -0.26982
C 0.02007 -0.67710 0.03076
C -0.27388 -0.83132 1.52699
C -1.33000 -0.79857 -0.63088
C -1.94891 0.52529 -0.84023
O -1.20274 0.29935 -2.07197
H 2.58416 -0.25221 -0.52300
H 2.27899 0.51355 1.06204
H 2.47082 1.52204 -0.39269
H 0.68243 -1.48711 -0.30388
H 0.62048 -1.06220 2.11295
H -0.71616 0.09216 1.90901
H -0.99432 -1.64030 1.68548
H -3.01701 0.54082 -1.05625
H -1.61342 1.43127 -0.32491
H -0.31515 0.67866 -1.89998
```

---

Record 6
DFT (ωB97M-V/def2-TZVPD) results for C31H42BrHfN3P2 as an isolated structure at a distorted geometry.

Summary:
relative energy (zero: lowest compared OMol25 entry of this formula, charge and spin): 0.00 kcal/mol
multiplicity: 1
highest occupied orbital energy: -19.6 eV
LUMO: -14.4 eV
net charge: +4
calculated total energy: -127178.9429 eV

The geometry in XYZ format:
```
80
C31H42BrHfN3P2 ωB97M-V/def2-TZVPD
C -4.75258 -1.13226 0.74176
C -4.03312 -0.44382 -0.26600
C -4.52586 0.81518 -0.68648
C -5.70358 1.29762 -0.11851
N -6.35114 0.63402 0.84359
C -5.92696 -0.56638 1.23365
C -2.93598 -1.07934 -0.93138
C -1.76627 -1.40371 -1.30826
C -0.80008 -2.06293 -2.18700
C 0.59063 -2.38863 -1.76451
C 1.64047 -2.04873 -2.75027
C 1.29833 -2.44981 -4.02205
C -0.01664 -2.79561 -4.37104
C -1.07178 -2.50246 -3.48481
Hf 0.80362 -0.76424 -0.34196
P -0.32066 0.49778 1.62759
H -3.98954 1.40622 -1.42864
H -4.41258 -2.09444 1.11924
H -6.11661 2.25933 -0.43703
H -6.52242 -1.09834 1.98055
H -2.12639 -2.67647 -3.73596
H 0.81753 -3.26322 -1.14776
H -0.24771 -3.24928 -5.33493
H 2.65969 -1.75916 -2.49114
C 0.93428 1.15108 2.84018
C 0.50632 2.30739 3.74732
H 1.80736 1.47085 2.25230
H 1.29170 0.30208 3.44551
H 1.36597 2.63300 4.35373
H 0.16522 3.18154 3.17803
H -0.28827 2.00130 4.43962
C -1.35199 1.96138 1.16944
C -2.56785 2.27368 2.03606
H -1.69133 1.76401 0.14144
H -0.70589 2.84979 1.09076
H -3.16823 3.06693 1.56320
H -3.21922 1.39801 2.14699
H -2.27859 2.63733 3.03121
C -1.35986 -0.65394 2.62716
C -1.64188 -0.24230 4.07028
H -0.82990 -1.61473 2.62539
H -2.28748 -0.84335 2.06641
H -2.24666 -1.01974 4.55951
H -0.71577 -0.13110 4.64720
H -2.21137 0.69305 4.12380
Br 2.75428 -2.87764 -5.21363
P 1.73345 1.33923 -1.46011
C 1.50779 2.87443 -0.52296
C 2.50019 3.99643 -0.80444
H 1.54511 2.59601 0.54736
H 0.47976 3.21772 -0.70766
H 2.23397 4.86846 -0.19139
H 3.52539 3.70766 -0.53934
H 2.47345 4.32719 -1.85152
C 3.49451 0.99522 -1.70541
C 4.06425 1.61776 -2.97547
H 3.63007 -0.10070 -1.71195
H 4.02233 1.35451 -0.80984
H 5.13493 1.38572 -3.03747
H 3.58572 1.21720 -3.87889
H 3.97278 2.71281 -2.97768
C 0.86895 1.41664 -3.06241
C 0.94291 2.79178 -3.73006
H -0.18478 1.13185 -2.88769
H 1.27424 0.63128 -3.71939
H 0.40332 2.75515 -4.68612
H 0.46979 3.56817 -3.11392
H 1.97781 3.08595 -3.95468
N 3.20326 -6.84396 3.09440
C 2.73675 -5.86331 2.64697
C 2.15865 -4.62760 2.12223
C 2.84838 -3.41479 2.24395
C 2.30273 -2.24747 1.74821
N 1.07646 -2.28964 1.14371
C 0.31713 -3.43446 1.11627
C 0.89804 -4.60569 1.53253
H 3.83814 -3.40289 2.69954
H 2.80706 -1.27077 1.78094
H -0.67586 -3.38170 0.64309
H 0.38214 -5.54813 1.32863
```